# 1
The following is a DFT calculation (ωB97M-V/def2-TZVPD) of a 2-piece molecular cluster, C7H8N2OS2 overall.

Structure (XYZ):
```
20
Properties=species:S:1:pos:R:3:lowdin_charge:R:1
C 2.72 -2.01 0.23 -0.25
C 2.46 -2.16 -1.08 -0.37
C 0.76 -1.05 0.28 -0.41
C -0.66 1.15 -1.49 -0.22
C -1.87 0.36 -1.70 -0.47
C -1.10 0.76 0.70 -0.58
C -0.99 1.15 2.11 -0.31
N 1.75 -1.36 1.06 0.00
N -0.30 1.36 -0.19 0.02
O -1.18 2.50 2.36 -0.02
S 0.86 -1.44 -1.40 0.95
S -2.56 0.05 -0.06 0.97
H 3.53 -2.54 0.72 0.09
H 2.78 -2.65 -2.02 0.06
H 0.06 1.35 -2.34 0.13
H -2.60 0.87 -2.31 0.09
H -1.70 -0.55 -2.08 0.00
H 0.06 0.91 2.51 0.15
H -1.65 0.47 2.66 0.12
H -0.37 2.84 2.04 0.06
```

Summary:
E_LUMO (alpha / beta) ... -0.608 / -0.874 eV
Energy ... -1252.4806 a.u.
Maximum force ... 3.9 eV Å⁻¹
Energy relative to the best compared isomer or geometry (same formula, charge and spin) ... 3.843 eV
Frontier orbital gap (alpha / beta) ... 8.20 / 6.59 eV



# 2
The following is a DFT calculation (ωB97M-V/def2-TZVPD) of an isolated molecule of C7H8N2S.

Structure (XYZ):
```
18
Properties=species:S:1:pos:R:3:lowdin_charge:R:1
C 0.08 -1.49 0.80 -0.10
C -0.57 0.54 -0.68 -0.28
C 1.38 -1.46 0.46 -0.06
C -1.82 1.23 -0.54 -0.15
C -0.83 -0.56 0.39 -0.21
C 1.76 -0.36 -0.48 -0.24
C -2.09 -0.36 0.91 -0.05
N -2.71 0.67 0.21 0.08
N 0.88 0.94 -0.76 -0.42
S 1.42 2.01 0.51 0.78
H -0.40 -2.34 1.36 0.13
H -0.50 0.01 -1.67 0.19
H 2.18 -2.03 0.80 0.08
H -2.12 2.11 -1.13 0.12
H 2.63 0.05 0.03 0.06
H 2.01 -0.83 -1.44 0.12
H -2.45 -1.01 1.65 0.09
H 1.15 2.88 -0.42 -0.15
```

Summary:
E_LUMO ... -0.051 eV
Energy ... -779.0850 a.u.
Structure (SMILES) ... SN1CC=CC2=CN=C[C@H]21
Maximum force ... 5.1 eV Å⁻¹
Energy relative to the best compared isomer or geometry (same formula, charge and spin) ... 4.160 eV
Frontier orbital gap ... 8.09 eV



# 3
The following is a DFT calculation (ωB97M-V/def2-TZVPD) of an isolated molecule of C7H8N2S2.

Structure (XYZ):
```
19
Properties=species:S:1:pos:R:3:lowdin_charge:R:1
C 1.51 -1.51 -0.19 -0.28
C -0.58 1.47 -0.88 -0.26
C -1.53 -0.75 -1.00 -0.44
C 1.09 -0.21 -0.43 -0.50
C -0.28 0.03 -0.86 -0.28
C 3.75 0.19 0.46 -0.37
C -3.26 0.56 0.99 -0.39
N 1.70 -2.62 0.05 0.20
N -0.73 2.60 -0.76 0.18
S 2.28 1.03 -0.15 0.97
S -2.21 -0.90 0.69 0.82
H -2.21 -0.22 -1.64 0.08
H -1.44 -1.81 -1.29 0.08
H 3.55 -0.77 0.76 -0.01
H 4.21 0.60 1.38 0.07
H 4.51 -0.02 -0.25 0.04
H -2.69 1.30 1.54 0.02
H -4.09 0.11 1.58 0.03
H -3.60 0.91 0.01 0.04
```

Summary:
E_LUMO ... -0.925 eV
Energy ... -1177.3338 a.u.
Structure (SMILES) ... CSC/C(C#N)=C(\C#N)SC
Maximum force ... 4.8 eV Å⁻¹
Energy relative to the best compared isomer or geometry (same formula, charge and spin) ... 2.336 eV
Frontier orbital gap ... 7.57 eV



# 4
The following is a DFT calculation (ωB97M-V/def2-TZVPD) of a 2-piece molecular cluster, C7H8N4O2 overall.

Structure (XYZ):
```
21
Properties=species:S:1:pos:R:3:lowdin_charge:R:1
C 0.64 1.56 1.02 -0.30
C -1.60 1.74 1.68 -0.26
C -1.19 0.45 -0.05 -0.25
C -1.14 -1.21 -1.74 -0.18
C -0.15 -2.21 -1.18 -0.13
C 1.24 -0.18 -0.59 -0.35
C 0.11 0.52 0.08 -0.02
H 2.61 1.64 0.92 0.06
H 2.04 2.42 2.70 0.31
H -2.27 1.75 2.65 0.13
H -0.90 -0.48 -2.45 0.12
H -2.05 -1.74 -2.11 0.14
H -0.12 -3.05 -1.99 0.15
H -0.35 -2.61 -0.14 0.15
H 2.10 -2.08 -0.81 0.22
N 1.79 2.24 1.23 0.07
N -0.27 2.02 2.02 0.06
N -2.21 1.02 0.80 0.14
N 1.12 -1.53 -0.85 0.03
O -1.88 -0.46 -0.80 -0.03
O 2.47 0.18 -0.37 -0.05
```

Summary:
E_LUMO ... -0.153 eV
Energy ... -640.8785 a.u.
Maximum force ... 7.6 eV Å⁻¹
Energy relative to the best compared isomer or geometry (same formula, charge and spin) ... 5.335 eV
Frontier orbital gap ... 9.03 eV